Record 1
C23H18F6N5O3PtS | ωB97M-V/def2-TZVPD

Cartesian coordinates (Å):
Pt1 -0.07 -0.09 0.18
N1 3.30 0.22 3.27
C1 2.37 0.14 2.31
S1 0.69 0.10 2.80
N2 2.75 0.15 1.06
N3 1.94 0.05 0.05
C2 2.50 0.15 -1.21
C3 1.70 0.15 -2.34
C4 2.22 0.15 -3.67
C5 1.37 0.06 -4.73
C6 -0.02 0.02 -4.51
C7 -0.47 0.06 -3.20
N4 0.34 0.11 -2.17
H1 3.03 0.20 4.24
H2 4.27 0.19 3.03
H3 3.58 0.19 -1.26
H4 3.29 0.22 -3.80
H5 1.75 0.03 -5.74
H6 -0.72 -0.06 -5.32
H7 -1.53 0.06 -2.98
C8 -5.20 5.13 -1.47
C9 -5.75 4.06 -0.53
C10 -7.07 3.52 -1.07
C11 -7.65 2.50 -0.09
C12 -6.66 1.41 0.12
C13 -7.08 0.14 0.44
C14 -6.15 -0.89 0.61
F1 -6.59 -2.11 0.90
C15 -4.80 -0.67 0.47
C16 -4.35 0.62 0.18
C17 -2.90 0.85 0.11
O1 -2.14 -0.13 0.29
C18 -2.54 2.20 -0.16
C19 -3.51 3.15 -0.37
N5 -4.82 2.93 -0.33
C20 -5.28 1.67 -0.02
C21 -1.09 2.74 -0.23
O2 -0.99 3.87 -0.67
O3 -0.16 2.01 0.18
H8 -6.01 5.81 -1.73
H9 -4.83 4.68 -2.39
H10 -4.41 5.72 -1.02
H11 -5.92 4.50 0.46
H12 -6.92 3.06 -2.04
H13 -7.77 4.35 -1.19
H14 -8.58 2.09 -0.46
H15 -7.86 2.99 0.86
H16 -8.13 -0.08 0.57
H17 -4.09 -1.47 0.60
H18 -3.16 4.15 -0.57
F2 -0.74 -2.48 -1.09
C22 -0.13 -2.13 0.09
F3 -0.96 -2.61 1.07
C23 1.17 -2.95 0.19
F4 1.98 -2.69 -0.85
F5 0.99 -4.26 0.25
F6 1.86 -2.59 1.29

The calculation puts the frontier orbital gap at 0.2124 hartree. The HOMO energy comes out at -11.285 eV. As for the net charge: +1.

Record 2
C37H66BF3NO3S2 | ωB97M-V/def2-TZVPD

Cartesian coordinates (Å):
C1 11.05 4.29 -0.36
C2 9.61 4.50 -0.98
C3 9.16 3.32 -1.96
C4 7.62 3.10 -1.72
C5 7.01 1.92 -2.59
C6 5.54 1.57 -2.11
C7 5.40 0.04 -1.65
C8 4.87 -0.79 -2.87
C9 3.33 -1.05 -3.02
B1 2.34 -1.06 -1.72
C10 2.42 -2.35 -0.72
C11 3.83 -2.99 -0.45
C12 4.58 -2.38 0.82
S1 3.95 -3.35 2.29
C13 5.19 -3.32 3.58
S2 4.90 -4.27 4.91
N1 6.35 -2.47 3.43
C14 7.58 -3.19 3.87
C15 7.80 -4.56 3.14
C16 6.16 -1.25 4.25
C17 7.26 -0.14 4.01
C18 0.81 -1.20 -2.42
C19 -0.32 -1.42 -1.37
O1 -1.61 -0.95 -1.83
C20 -2.68 -1.80 -1.44
C21 -3.90 -1.01 -0.82
O2 -4.79 -0.49 -1.83
C22 -6.09 -0.37 -1.39
C23 -7.16 -0.44 -2.41
C24 -8.55 -0.37 -2.00
C25 -8.97 -0.20 -0.60
C26 -10.51 -0.18 -0.26
C27 -10.96 -1.73 -0.27
C28 -11.33 0.50 -1.42
C29 -10.83 0.36 1.19
C30 -11.16 1.90 1.32
C31 -12.68 2.26 1.01
C32 -10.15 2.85 0.56
C33 -10.97 2.25 2.87
C34 -7.91 -0.11 0.38
C35 -6.52 -0.19 -0.02
C36 2.21 0.41 -0.95
O3 2.47 0.34 0.51
C37 2.64 1.54 1.09
F1 2.35 1.38 2.44
F2 1.81 2.53 0.65
F3 3.96 1.93 1.06
H1 11.03 4.75 0.68
H2 11.82 4.89 -0.92
H3 11.34 3.23 -0.23
H4 8.87 4.49 -0.14
H5 9.53 5.49 -1.50
H6 9.78 2.42 -1.73
H7 9.40 3.66 -3.00
H8 7.49 2.84 -0.63
H9 7.12 4.06 -2.00
H10 6.97 2.32 -3.64
H11 7.71 1.05 -2.59
H12 5.15 2.26 -1.32
H13 4.89 1.70 -3.01
H14 6.47 -0.29 -1.47
H15 4.87 -0.08 -0.69
H16 5.43 -1.78 -2.89
H17 5.23 -0.27 -3.80
H18 2.92 -0.29 -3.75
H19 3.19 -2.04 -3.55
H20 1.80 -3.17 -1.19
H21 1.94 -2.19 0.29
H22 3.63 -4.06 -0.14
H23 4.50 -3.08 -1.34
H24 4.30 -1.32 1.02
H25 5.69 -2.52 0.76
H26 7.55 -3.30 4.99
H27 8.46 -2.55 3.64
H28 7.60 -4.52 2.04
H29 8.89 -4.82 3.26
H30 7.24 -5.41 3.61
H31 5.16 -0.83 3.99
H32 6.14 -1.54 5.33
H33 7.84 -0.31 3.06
H34 6.72 0.85 3.96
H35 7.95 -0.13 4.89
H36 0.79 -1.99 -3.22
H37 0.59 -0.21 -2.93
H38 -0.32 -2.52 -1.11
H39 -0.13 -0.89 -0.39
H40 -3.01 -2.39 -2.35
H41 -2.40 -2.57 -0.67
H42 -3.49 -0.13 -0.26
H43 -4.39 -1.72 -0.11
H44 -6.95 -0.56 -3.49
H45 -9.33 -0.44 -2.80
H46 -11.18 -2.09 0.77
H47 -11.85 -1.91 -0.93
H48 -10.13 -2.37 -0.66
H49 -12.40 0.55 -1.10
H50 -11.32 -0.20 -2.30
H51 -10.91 1.46 -1.79
H52 -10.05 0.12 1.95
H53 -11.76 -0.19 1.53
H54 -13.30 1.42 1.43
H55 -12.98 3.19 1.54
H56 -12.88 2.37 -0.08
H57 -10.45 3.10 -0.49
H58 -10.16 3.83 1.12
H59 -9.08 2.50 0.63
H60 -9.89 2.29 3.16
H61 -11.52 3.17 3.16
H62 -11.46 1.39 3.42
H63 -8.13 0.00 1.46
H64 -5.73 -0.13 0.76
H65 1.19 0.87 -1.07
H66 2.92 1.18 -1.38

The value obtained for the energy relative to the best compared isomer or geometry (same formula, charge and spin) is 0.0 kJ/mol. The calculation puts the frontier orbital gap at 0.2712 hartree. The HOMO energy comes out at -5.518 eV. As for the net charge: -1.

Record 3
C22H29N2 | ωB97M-V/def2-TZVPD

Cartesian coordinates (Å):
C1 2.38 0.68 3.06
N1 1.07 0.09 2.91
C2 1.06 -1.37 2.99
C3 -0.20 -1.95 3.55
C4 -1.38 -1.26 2.93
N2 -1.24 0.19 2.80
C5 -2.52 0.87 2.80
C6 -0.06 0.80 2.75
C7 0.01 2.35 2.60
H1 2.40 1.47 3.82
H2 3.04 -0.11 3.42
H3 2.80 1.06 2.11
H4 1.21 -1.80 1.99
H5 1.91 -1.66 3.62
H6 -0.25 -3.00 3.28
H7 -0.23 -1.93 4.66
H8 -1.56 -1.71 1.94
H9 -2.26 -1.43 3.55
H10 -2.55 1.72 3.50
H11 -2.85 1.19 1.80
H12 -3.24 0.14 3.18
H13 -0.97 2.77 2.88
H14 0.65 2.73 3.41
C8 -3.31 0.63 -2.57
C9 -2.30 1.33 -1.72
C10 -0.97 0.89 -1.64
C11 -0.08 1.48 -0.76
C12 -0.52 2.48 0.12
C13 0.41 2.94 1.27
C14 0.63 4.48 1.36
C15 1.76 4.97 2.03
C16 1.91 6.33 2.32
C17 0.94 7.26 1.93
C18 1.01 8.70 2.38
C19 -0.06 6.82 1.06
C20 -0.18 5.45 0.75
C21 -1.80 3.00 -0.03
C22 -2.69 2.43 -0.94
H15 -4.19 1.25 -2.72
H16 -2.88 0.38 -3.55
H17 -3.63 -0.31 -2.10
H18 -0.67 0.06 -2.28
H19 0.97 1.20 -0.77
H20 1.36 2.52 0.98
H21 2.56 4.26 2.27
H22 2.80 6.68 2.83
H23 0.06 9.22 2.21
H24 1.23 8.75 3.46
H25 1.79 9.29 1.88
H26 -0.74 7.53 0.60
H27 -0.87 5.17 -0.06
H28 -2.10 3.89 0.53
H29 -3.69 2.83 -1.04

The value obtained for the energy relative to the best compared isomer or geometry (same formula, charge and spin) is 0.0 kJ/mol. The calculation puts the frontier orbital gap at 0.3217 hartree. The HOMO energy comes out at -11.239 eV. As for the net charge: +1.

Record 4
C3H8N3 | ωB97M-V/def2-TZVPD

Cartesian coordinates (Å):
C1 2.00 0.66 0.17
C2 0.89 -1.15 -0.20
C3 -1.25 0.06 0.32
N1 2.11 -0.59 0.19
N2 0.75 1.16 -0.23
N3 -0.08 0.02 -0.55
H1 2.79 1.29 0.43
H2 0.90 -1.89 -1.12
H3 0.62 -1.88 0.52
H4 -1.15 0.46 1.33
H5 -1.89 0.75 -0.06
H6 -1.88 -0.81 0.26
H7 0.41 1.85 0.43
H8 -0.08 0.17 -1.57

The value obtained for the energy relative to the best compared isomer or geometry (same formula, charge and spin) is 357.5 kJ/mol. The calculation puts the frontier orbital gap at 0.4182 hartree. The HOMO energy comes out at -14.789 eV. As for the net charge: +1.

Record 5
C6H7N2O4 | ωB97M-V/def2-TZVPD

Cartesian coordinates (Å):
C1 -2.21 -0.33 0.45
C2 -1.85 0.23 -0.79
C3 -1.50 0.23 1.59
C4 1.31 0.22 0.21
C5 0.13 1.24 0.19
C6 1.94 -2.01 -0.37
N1 -0.46 0.99 1.47
N2 -0.76 0.98 -0.99
O1 -0.57 1.84 -1.95
O2 2.42 0.38 0.65
O3 0.72 2.51 0.01
O4 0.96 -1.01 -0.31
H1 -3.13 -0.90 0.79
H2 -2.29 -0.06 -1.70
H3 -1.86 -0.07 2.67
H4 1.61 -2.77 -1.07
H5 2.17 -2.47 0.74
H6 2.89 -1.77 -0.68
H7 0.49 2.76 -0.91

The value obtained for the energy relative to the best compared isomer or geometry (same formula, charge and spin) is 396.4 kJ/mol. The calculation puts the frontier orbital gap (alpha / beta) at 0.2321 / 0.2320 hartree. The HOMO energy (alpha / beta) comes out at -2.765 / -2.764 eV. As for the net charge: -1.

Record 6
C25H27BF3O3 | ωB97M-V/def2-TZVPD

Cartesian coordinates (Å):
C1 4.58 0.92 4.31
C2 3.43 0.31 3.69
C3 2.66 -0.72 4.18
C4 2.01 -1.27 3.04
C5 2.25 -0.43 1.96
B1 2.09 -0.75 0.30
O1 1.74 -2.07 0.05
C6 0.35 -1.70 -0.10
C7 -0.21 -2.65 -1.17
C8 -0.34 -2.16 1.16
C9 0.35 -0.04 -0.48
C10 -0.54 0.22 -1.70
C11 0.06 0.97 0.64
O2 1.81 0.13 -0.75
O3 3.16 0.55 2.37
H1 5.25 0.13 4.68
H2 5.12 1.56 3.61
H3 4.25 1.49 5.19
H4 2.52 -1.09 5.19
H5 1.53 -2.25 3.03
H6 -1.30 -2.56 -1.24
H7 0.25 -2.55 -2.15
H8 0.03 -3.68 -0.87
H9 -1.44 -2.19 1.08
H10 0.06 -3.16 1.37
H11 -0.11 -1.55 2.03
H12 -1.53 0.56 -1.35
H13 -0.14 0.96 -2.43
H14 -0.72 -0.72 -2.28
H15 -0.92 1.47 0.55
H16 0.05 0.48 1.61
H17 0.83 1.76 0.73
F1 -3.45 3.30 -0.99
C12 -3.73 3.94 0.20
F2 -3.17 5.18 0.11
F3 -5.09 4.11 0.20
C13 -3.23 3.08 1.32
C14 -2.26 3.51 2.24
C15 -1.65 2.53 3.03
C16 -2.06 1.16 2.98
C17 -1.22 0.04 3.40
C18 -1.94 -1.14 3.88
C19 -2.10 -1.36 5.29
C20 -2.82 -2.46 5.77
C21 -3.26 -3.47 4.88
C22 -3.32 -3.15 3.52
C23 -2.78 -1.95 3.05
C24 -3.37 0.97 2.44
C25 -3.81 1.81 1.44
H18 -1.96 4.55 2.35
H19 -0.93 2.79 3.81
H20 -0.22 0.25 3.80
H21 -1.75 -0.59 5.99
H22 -3.07 -2.57 6.82
H23 -3.73 -4.41 5.25
H24 -3.84 -3.80 2.82
H25 -3.10 -1.59 2.05
H26 -4.05 0.19 2.82
H27 -4.59 1.52 0.75

The value obtained for the energy relative to the best compared isomer or geometry (same formula, charge and spin) is 195.4 kJ/mol. The calculation puts the frontier orbital gap at 0.1517 hartree. The HOMO energy comes out at -10.807 eV. As for the net charge: +1.

Record 7
C6H7N | ωB97M-V/def2-TZVPD

Cartesian coordinates (Å):
C1 1.41 -1.02 -0.33
C2 0.84 0.23 -0.27
C3 -0.56 0.90 -0.44
C4 1.08 -1.40 1.12
C5 0.44 0.00 1.20
C6 -1.62 1.33 -1.38
N1 -0.88 0.42 0.74
H1 1.71 -1.58 -1.14
H2 0.50 -2.32 1.37
H3 1.92 -1.48 1.76
H4 0.76 0.58 2.06
H5 -1.39 1.21 -2.41
H6 -1.83 2.39 -1.18
H7 -2.38 0.74 -1.10

The value obtained for the energy relative to the best compared isomer or geometry (same formula, charge and spin) is 240.6 kJ/mol. The calculation puts the frontier orbital gap (alpha / beta) at 0.2545 / 0.2969 hartree. Its multiplicity is 3. The expectation value of S² is 2.020. The HOMO energy (alpha / beta) comes out at -5.807 / -9.508 eV.

Record 8
C2H5NOS | ωB97M-V/def2-TZVPD

Cartesian coordinates (Å):
C1 0.12 -0.15 -0.43
C2 0.03 -0.29 1.08
N1 1.01 1.09 -0.59
O1 0.14 2.44 1.49
S1 1.01 1.31 1.13
H1 0.59 -1.07 -0.98
H2 -0.84 0.01 -1.01
H3 -0.98 -0.11 1.50
H4 0.54 -1.20 1.35
H5 0.37 1.84 -0.91

The value obtained for the energy relative to the best compared isomer or geometry (same formula, charge and spin) is 249.2 kJ/mol. The calculation puts the frontier orbital gap at 0.3680 hartree. The HOMO energy comes out at -9.096 eV.

no.,calculated total energy (a.u.)
1,-2503.279738
2,-2850.625057
3,-965.008571
4,-283.027611
5,-643.243703
6,-1518.646461
7,-287.298629
8,-607.311898